# 1
{
  "formula": "C18H26N3O8P2Ti",
  "method": "ωB97M-V/def2-TZVPD",
  "homo_lumo_gap_ha": [0.1742, 0.1742],
  "multiplicity": 3,
  "s2": 2.008,
  "total_charge": 1,
  "lumo_ev": [-4.33, -4.33],
  "de_lowest_ev": 4.806,
  "species": ["Ti", "P", "C", "C", "N", "C", "C", "C", "C", "C", "P", "H", "H", "H", "H", "H", "H", "H", "H", "O", "H", "H", "O", "H", "C", "H", "H", "H", "C", "H", "H", "H", "C", "H", "H", "H", "C", "H", "H", "H", "O", "C", "O", "C", "C", "C", "C", "C", "C", "N", "O", "O", "N", "O", "O", "H", "H", "H"],
  "coordinates": [[0.9512, -0.0355, -0.5552], [0.3884, 1.8193, -2.2185], [2.0891, 2.3554, -2.5278], [2.9867, 2.1365, -1.4895], [2.7239, 1.2817, -0.4131], [3.5710, 1.2572, 0.6357], [4.7181, 2.0282, 0.6156], [5.1187, 2.6505, -0.5710], [4.2849, 2.5816, -1.6729], [3.2623, 0.4290, 1.8730], [2.0806, -0.9713, 1.5346], [4.5732, 2.9828, -2.6378], [5.3060, 2.0962, 1.4978], [5.9832, 3.3279, -0.5901], [4.1564, -0.0193, 2.3330], [2.8095, 1.0105, 2.6927], [1.7720, -1.9586, -2.9939], [2.4394, 1.9661, -3.4868], [0.2640, -6.6756, -0.4610], [1.5577, -1.7540, -2.0433], [1.6478, -2.6343, -1.6020], [-0.3255, -1.1780, -0.9092], [0.9132, -6.0121, -0.2807], [0.4996, -5.2082, -0.6363], [3.2076, -2.4130, 1.4846], [3.6529, -2.6344, 2.4661], [2.6534, -3.3011, 1.1476], [4.0215, -2.2192, 0.7746], [1.1879, -1.2277, 3.1116], [0.3134, -1.8640, 2.9135], [1.8077, -1.7124, 3.8832], [0.8173, -0.2678, 3.4949], [-0.0866, 3.5747, -2.0907], [-0.1166, 3.9300, -3.1256], [-1.0045, 3.8212, -1.5586], [0.7617, 4.0822, -1.6204], [-0.5162, 1.1324, -3.6455], [-1.5496, 0.8789, -3.3551], [-0.5676, 1.8702, -4.4534], [-0.0622, 0.2064, -4.0237], [-0.7393, 0.3832, 0.6497], [-1.6550, -0.4213, 0.3104], [-1.3001, -1.3556, -0.5932], [-3.0554, -0.3804, 0.6740], [-3.7906, -1.5765, 0.7460], [-5.1277, -1.4786, 1.1663], [-5.6978, -0.2247, 1.4261], [-4.9585, 0.9581, 1.2918], [-3.5946, 0.8855, 0.9770], [-5.5525, 2.2495, 1.3995], [-6.7725, 2.3267, 1.6453], [-4.8176, 3.2511, 1.2470], [-5.8692, -2.6773, 1.4050], [-5.2914, -3.7736, 1.2435], [-7.0547, -2.5781, 1.7866], [-3.3102, -2.5311, 0.5256], [-6.7417, -0.1616, 1.6820], [-2.9626, 1.7720, 0.9213]]
}


# 2
{
  "formula": "C5H9NO2",
  "method": "ωB97M-V/def2-TZVPD",
  "smiles": "C=CN(O)/C(O)=C\\C",
  "homo_lumo_gap_ha": 0.3245,
  "lumo_ev": 0.80,
  "de_lowest_ev": 5.465,
  "species": ["C", "C", "N", "O", "C", "O", "C", "C", "H", "H", "H", "H", "H", "H", "H", "H", "H"],
  "coordinates": [[0.4652, -0.8913, 2.1604], [0.9659, -0.6465, 0.9612], [1.1840, 0.7106, 0.1294], [1.6889, 0.5359, -1.1686], [-0.2233, 0.8588, 0.1754], [-0.6048, 1.8061, 1.1041], [-1.1551, 0.3789, -0.6956], [-0.9884, -0.6771, -1.7327], [-0.4271, -0.4030, 2.5243], [0.8226, -1.7296, 2.7369], [1.7174, -1.3074, 0.5451], [1.4131, 1.3196, -1.6723], [0.1910, 2.1009, 1.5685], [-2.1424, 0.8151, -0.6033], [0.0183, -1.0785, -1.7855], [-1.2617, -0.2816, -2.7206], [-1.6639, -1.5110, -1.5267]]
}


# 3
{
  "formula": "C4H11ClN2",
  "method": "ωB97M-V/def2-TZVPD",
  "smiles": "[H]/N=N/C(C)(C)C.Cl",
  "homo_lumo_gap_ha": 0.3551,
  "lumo_ev": 0.93,
  "de_lowest_ev": 0.526,
  "species": ["H", "N", "N", "C", "C", "C", "C", "H", "H", "H", "H", "H", "H", "H", "H", "H", "Cl", "H"],
  "coordinates": [[-1.4037, 0.9328, -2.4925], [-0.6252, 0.7765, -1.7540], [-1.1224, 0.2752, -0.7418], [-0.3480, -0.1793, 0.4178], [1.1479, 0.2733, 0.4419], [-1.0898, 0.4293, 1.6432], [-0.5787, -1.6778, 0.4338], [1.4380, -0.1481, 1.4918], [1.5572, -0.0716, -0.5151], [1.1132, 1.3051, 0.5491], [-2.0893, 0.1420, 1.6892], [-1.2098, 1.4574, 1.6421], [-0.4275, 0.2839, 2.4411], [-1.7314, -1.8471, 0.2699], [0.0419, -2.2642, -0.3612], [-0.3465, -2.1477, 1.2906], [3.4649, 1.0905, -3.0796], [2.2093, 1.3699, -3.3664]]
}


# 4
{
  "formula": "C19H20BFN2O4",
  "method": "ωB97M-V/def2-TZVPD",
  "smiles": "C=CC(=O)N(CC(=O)N[C@@H](Cc1ccccc1)B(O)O)c1ccccc1F",
  "homo_lumo_gap_ha": 0.3302,
  "lumo_ev": 0.24,
  "de_lowest_ev": 1.452,
  "species": ["C", "C", "C", "O", "N", "C", "C", "O", "N", "C", "C", "C", "C", "C", "C", "C", "C", "B", "O", "O", "C", "C", "C", "C", "C", "C", "F", "H", "H", "H", "H", "H", "H", "H", "H", "H", "H", "H", "H", "H", "H", "H", "H", "H", "H", "H", "H"],
  "coordinates": [[0.4270, -4.4186, -3.3177], [-0.0337, -3.3086, -2.6893], [-0.1011, -1.9806, -3.3558], [0.1106, -1.8839, -4.5591], [-0.3782, -0.8883, -2.5049], [-1.4233, -1.0709, -1.4225], [-0.9407, -1.7275, -0.1508], [-1.0170, -2.9107, -0.0182], [-0.3563, -0.8869, 0.7856], [0.1459, -1.3236, 2.0616], [1.1380, -0.4032, 2.7542], [0.7385, 1.0313, 2.9490], [0.3730, 1.4809, 4.2144], [0.1120, 2.8601, 4.4234], [0.1434, 3.7337, 3.4045], [0.5851, 3.2726, 2.1572], [0.8994, 1.9603, 1.8865], [-1.0733, -1.7994, 2.9825], [-1.2764, -1.2512, 4.2465], [-1.9433, -2.6893, 2.4471], [-0.0303, 0.4523, -2.8936], [0.7570, 0.5808, -3.9807], [1.1265, 1.8792, -4.2923], [0.8839, 3.0545, -3.5454], [0.1297, 2.8269, -2.4532], [-0.3367, 1.5829, -2.1131], [-0.9558, 1.4405, -0.8898], [0.4471, -4.3758, -4.3786], [0.7168, -5.3038, -2.7946], [-0.3227, -3.3702, -1.6514], [-2.0233, -0.1475, -1.3172], [-2.0804, -1.8645, -1.8083], [-0.5018, 0.1009, 0.7603], [0.4790, -2.3842, 1.9000], [1.3322, -0.7481, 3.8105], [2.1375, -0.3959, 2.2120], [0.4983, 0.8638, 5.0930], [-0.2248, 3.1600, 5.3867], [-0.2070, 4.7522, 3.4504], [0.4786, 3.8774, 1.2977], [1.0681, 1.6225, 0.8837], [-1.8606, -1.9095, 4.6959], [-1.8126, -2.9118, 1.5349], [1.1683, -0.2738, -4.5370], [1.7721, 2.0273, -5.1892], [1.3960, 4.0101, -3.6774], [-0.1648, 3.6576, -1.7975]]
}